Molecular formula: C18H20N2O3
Method: DFT, ωB97M-V/def2-TZVPD

Summary:
**Molecular weight**: 312.37 g mol⁻¹
**Charge**: 0
**Gap between HOMO and LUMO**: 9.6 eV
**Structure (SMILES)**: Cc1ccc(CC(=O)N2CCN(C(=O)c3ccco3)CC2)cc1

Last column: natural (NBO) charge in e.
CARTESIAN COORDINATES (ANGSTROEM)
1 C 3.662 1.792 4.667  -0.63
2 C 2.894 1.746 3.381  -0.02
3 C 3.478 1.221 2.233  -0.22
4 C 2.783 1.176 1.041  -0.15
5 C 1.478 1.651 0.962  -0.04
6 C 0.894 2.176 2.106  -0.20
7 C 1.594 2.224 3.299  -0.21
8 H 1.121 2.640 4.177  0.21
9 H -0.117 2.556 2.067  0.21
10 C 0.737 1.605 -0.345  -0.53
11 C 0.900 0.281 -1.073  0.70
12 O 1.339 0.221 -2.207  -0.63
13 N 0.572 -0.843 -0.386  -0.45
14 C -0.175 -0.903 0.851  -0.22
15 H -0.535 0.087 1.118  0.23
16 C -1.383 -1.842 0.645  -0.24
17 N -1.782 -1.801 -0.747  -0.42
18 C -2.618 -0.787 -1.110  0.64
19 O -3.052 0.007 -0.289  -0.63
20 C -3.062 -0.710 -2.509  0.14
21 C -3.714 0.342 -3.105  -0.23
22 C -4.003 -0.065 -4.423  -0.32
23 C -3.520 -1.335 -4.534  0.12
24 O -2.950 -1.733 -3.390  -0.39
25 H -3.521 -2.033 -5.348  0.21
26 H -4.503 0.503 -5.180  0.23
27 H -3.944 1.279 -2.641  0.24
28 C -0.809 -2.430 -1.616  -0.22
29 H -0.976 -3.512 -1.638  0.20
30 C 0.607 -2.110 -1.084  -0.24
31 H 1.312 -2.025 -1.912  0.25
32 H 0.955 -2.879 -0.389  0.19
33 H -0.912 -2.040 -2.626  0.23
34 H -1.136 -2.877 0.894  0.20
35 H -2.223 -1.512 1.256  0.25
36 H 0.468 -1.271 1.660  0.20
37 H 1.130 2.372 -1.018  0.25
38 H -0.328 1.807 -0.198  0.24
39 H 3.252 0.771 0.156  0.21
40 H 4.491 0.847 2.278  0.21
41 H 3.996 0.794 4.948  0.22
42 H 3.052 2.195 5.472  0.21
43 H 4.547 2.419 4.556  0.22

=====

Molecular formula: C6H16N2
Method: DFT, ωB97M-V/def2-TZVPD

Summary:
**Molecular weight**: 116.21 g mol⁻¹
**Spin multiplicity**: 2
**Charge**: +1
**Gap between HOMO and LUMO (spin up / spin down)**: 11.3 / 6.3 eV

Last column: natural (NBO) charge in e.
CARTESIAN COORDINATES (ANGSTROEM)
1 C -0.187 -1.764 1.110  -0.40
2 C 0.096 -1.874 2.613  -0.60
3 C -1.116 -0.562 0.816  -0.29
4 N -1.227 -0.148 -0.553  -0.18
5 C -0.134 2.064 -0.158  -0.65
6 C -0.455 0.914 -1.122  -0.10
7 C 0.881 0.298 -1.723  -0.20
8 N 1.693 1.229 -2.437  -0.73
9 H 0.720 -1.705 0.516  0.21
10 H -0.679 -2.689 0.836  0.22
11 H 0.966 -2.521 2.715  0.24
12 H 0.287 -0.916 3.075  0.21
13 H -0.753 -2.311 3.130  0.23
14 H -0.644 0.239 1.386  0.22
15 H -2.097 -0.647 1.289  0.26
16 H -1.275 -0.934 -1.205  0.40
17 H 0.809 1.819 0.348  0.22
18 H -0.006 2.999 -0.697  0.25
19 H -0.857 2.245 0.639  0.25
20 H -1.109 1.355 -1.876  0.26
21 H 1.427 -0.075 -0.857  0.21
22 H 0.614 -0.520 -2.388  0.21
23 H 1.419 1.340 -3.409  0.38
24 H 1.625 2.165 -2.048  0.37

=====

Molecular formula: C3H4NO2
Method: DFT, ωB97M-V/def2-TZVPD

Summary:
**Molecular weight**: 86.07 g mol⁻¹
**Charge**: -1
**Gap between HOMO and LUMO**: 6.3 eV

Last column: natural (NBO) charge in e.
CARTESIAN COORDINATES (ANGSTROEM)
1 C 0.397 0.350 0.254  -0.17
2 C 2.714 0.051 0.029  0.95
3 C -1.895 -0.408 -0.110  -0.45
4 N -0.457 -0.544 0.118  -0.56
5 O 3.030 -1.064 -0.007  -0.64
6 O 3.021 1.214 -0.044  -0.69
7 H 0.210 1.393 0.125  0.07
8 H -2.256 -1.156 -0.945  0.19
9 H -2.292 0.671 -0.394  0.13
10 H -2.473 -0.508 0.973  0.17

=====

Molecular formula: C40H71F9O27
Method: DFT, ωB97M-V/def2-TZVPD

Summary:
**Molecular weight**: 1154.96 g mol⁻¹
**Charge**: 0
**Gap between HOMO and LUMO**: 11.0 eV
**Structure (SMILES)**: CCOC(=O)C(F)(F)F.CCOC(=O)C(F)(F)F.CCOC(=O)C(F)(F)F.CCOC(=O)OC.CCOC(=O)OC.CCOC(=O)OC.CCOC(=O)OC.CCOC(=O)OC.CCOC(=O)OC.CCOC(=O)OC

Last column: Mulliken charge in e.
CARTESIAN COORDINATES (ANGSTROEM)
1 C -3.589 4.967 0.219  -0.60
2 C -3.302 4.698 -1.290  0.67
3 O -2.232 5.530 -1.649  -0.37
4 C -1.004 4.950 -1.979  0.63
5 O -0.712 3.768 -1.848  -0.34
6 O -0.217 5.889 -2.483  -0.40
7 C 1.191 5.635 -2.723  -0.56
8 H -2.715 4.734 0.827  -0.08
9 H -4.314 4.193 0.472  0.09
10 H -3.904 5.993 0.408  0.41
11 H -4.225 4.805 -1.860  0.29
12 H -3.002 3.664 -1.461  -0.58
13 H 1.416 5.425 -3.768  0.35
14 H 1.463 4.768 -2.121  0.24
15 H 1.707 6.526 -2.366  0.20
16 C -3.119 -3.223 0.410  -0.96
17 C -4.418 -3.697 -0.277  -0.16
18 O -5.136 -4.615 0.589  -0.34
19 C -6.003 -5.474 0.014  0.75
20 O -6.136 -5.647 -1.168  -0.58
21 O -6.742 -5.945 0.936  -0.34
22 C -7.771 -6.971 0.645  -0.69
23 H -3.257 -2.421 1.135  0.25
24 H -2.421 -2.768 -0.292  0.22
25 H -2.616 -4.013 0.967  0.40
26 H -4.200 -4.141 -1.249  0.36
27 H -5.046 -2.836 -0.507  0.19
28 H -8.417 -6.653 -0.173  0.32
29 H -8.434 -7.103 1.500  0.27
30 H -7.466 -8.002 0.464  0.30
31 C -6.586 1.981 -1.764  -1.44
32 C -6.207 2.018 -0.257  0.58
33 O -6.957 1.041 0.345  -0.29
34 C -6.453 0.288 1.400  0.70
35 O -5.300 0.343 1.830  -0.50
36 O -7.490 -0.462 1.852  -0.37
37 C -7.299 -1.450 2.834  -0.45
38 H -6.514 1.067 -2.352  0.31
39 H -6.145 2.755 -2.392  0.34
40 H -7.583 2.413 -1.857  0.44
41 H -6.459 3.031 0.057  0.29
42 H -5.121 1.939 -0.201  -0.25
43 H -7.052 -0.941 3.765  0.27
44 H -6.493 -2.075 2.449  0.19
45 H -8.198 -2.045 2.993  0.20
46 C -2.226 2.059 -4.036  -0.81
47 C -3.675 1.526 -4.210  0.25
48 O -3.655 0.231 -4.735  -0.31
49 C -3.872 -0.801 -3.870  0.68
50 O -4.284 -0.660 -2.651  -0.44
51 O -3.502 -1.922 -4.548  -0.36
52 C -3.281 -3.158 -3.800  -0.45
53 H -2.360 3.113 -3.794  0.18
54 H -1.730 2.013 -5.006  0.47
55 H -1.467 1.627 -3.384  0.06
56 H -4.190 2.153 -4.939  0.39
57 H -4.301 1.662 -3.328  -0.27
58 H -2.529 -3.115 -3.011  0.11
59 H -2.839 -3.919 -4.443  0.31
60 H -4.255 -3.394 -3.372  0.28
61 C 1.935 -5.225 1.278  -1.49
62 C 3.346 -4.831 1.636  0.72
63 O 4.062 -5.992 1.182  -0.36
64 C 5.345 -5.801 0.935  0.76
65 O 6.008 -4.846 1.320  -0.52
66 O 5.818 -6.889 0.372  -0.36
67 C 7.034 -6.678 -0.338  -0.75
68 H 1.219 -4.405 1.330  0.31
69 H 1.726 -5.996 2.020  0.40
70 H 1.882 -5.701 0.299  0.37
71 H 3.375 -4.464 2.662  -0.09
72 H 3.701 -3.978 1.057  0.06
73 H 7.840 -6.179 0.201  0.28
74 H 6.940 -5.971 -1.163  0.31
75 H 7.383 -7.543 -0.902  0.33
76 C 2.933 2.526 -4.201  -0.86
77 C 4.399 2.744 -4.592  -0.37
78 O 4.969 3.868 -3.909  -0.36
79 C 4.592 5.144 -4.067  0.88
80 O 3.768 5.579 -4.891  -0.60
81 O 5.356 5.917 -3.254  -0.32
82 C 5.343 7.331 -3.382  -0.66
83 H 2.733 1.517 -4.561  0.43
84 H 2.318 3.374 -4.501  0.24
85 H 2.702 2.479 -3.137  0.24
86 H 4.558 2.868 -5.663  0.31
87 H 5.137 1.978 -4.350  0.30
88 H 5.136 7.645 -4.405  0.32
89 H 6.145 7.902 -2.916  0.27
90 H 4.462 7.605 -2.802  0.24
91 C 1.263 4.749 1.907  -1.63
92 C 0.092 3.695 1.888  0.80
93 O -0.999 4.125 2.663  -0.35
94 C -1.356 3.345 3.647  0.87
95 O -0.688 2.641 4.346  -0.59
96 O -2.708 3.559 3.862  -0.31
97 C -3.357 2.968 5.012  -0.76
98 H 1.921 4.584 1.055  0.38
99 H 1.817 4.772 2.846  0.39
100 H 0.920 5.774 1.764  0.38
101 H 0.460 2.695 2.119  0.22
102 H -0.398 3.604 0.919  -0.27
103 H -4.180 3.622 5.301  0.30
104 H -2.795 2.762 5.923  0.32
105 H -3.864 2.047 4.726  0.26
106 C 9.637 -3.065 -0.557  -1.30
107 C 8.134 -2.866 -0.119  0.13
108 O 7.997 -1.667 0.508  -0.30
109 C 6.790 -1.108 0.890  0.25
110 O 5.659 -1.477 0.543  -0.46
111 C 6.937 0.066 1.853  0.92
112 F 6.607 -0.354 3.089  -0.23
113 F 8.214 0.452 1.797  -0.27
114 F 6.227 1.112 1.505  -0.23
115 H 9.794 -4.060 -0.974  0.37
116 H 10.290 -3.154 0.311  0.35
117 H 9.870 -2.159 -1.117  0.35
118 H 7.983 -3.534 0.729  0.09
119 H 7.381 -3.038 -0.888  0.33
120 C -2.049 0.448 0.875  0.24
121 C -1.320 0.789 -0.471  0.46
122 O 0.086 0.796 -0.258  -0.08
123 C 0.737 -0.415 -0.251  0.18
124 O 0.121 -1.533 -0.316  -0.62
125 C 2.186 -0.311 -0.095  0.95
126 F 2.662 0.328 -1.182  -0.23
127 F 2.603 0.511 0.898  -0.23
128 F 2.741 -1.464 0.113  -0.13
129 H -2.974 -0.106 0.712  -0.12
130 H -2.306 1.314 1.485  0.13
131 H -1.319 -0.125 1.447  -0.30
132 H -1.596 1.787 -0.811  -0.49
133 H -1.642 0.150 -1.293  0.14
134 C -0.139 -1.578 3.646  -0.74
135 C 0.652 -0.946 4.690  -0.30
136 O 1.733 -1.816 5.185  -0.35
137 C 2.786 -1.966 4.296  0.20
138 O 2.771 -1.630 3.104  -0.21
139 C 3.989 -2.714 4.939  0.74
140 F 4.848 -3.244 3.997  -0.13
141 F 4.597 -1.860 5.719  -0.27
142 F 3.550 -3.697 5.689  -0.28
143 H 0.476 -1.843 2.786  0.16
144 H -0.948 -0.873 3.455  0.24
145 H -0.513 -2.540 3.997  0.36
146 H -0.026 -0.859 5.539  0.30
147 H 1.121 -0.024 4.349  0.31

=====

Molecular formula: C5H9NO
Method: DFT, ωB97M-V/def2-TZVPD

Summary:
**Molecular weight**: 99.13 g mol⁻¹
**Charge**: 0
**Gap between HOMO and LUMO**: 10.4 eV
**Structure (SMILES)**: C=CC#N.COC

Last column: natural (NBO) charge in e.
CARTESIAN COORDINATES (ANGSTROEM)
1 C 1.920 0.591 -0.609  -0.25
2 O 0.694 1.027 -0.082  -0.55
3 C -0.007 -0.983 1.258  -0.24
4 C -1.325 -0.797 1.213  -0.37
5 C -0.364 1.112 -1.007  -0.26
6 C -2.141 -1.493 0.263  0.25
7 N -2.796 -2.074 -0.497  -0.32
8 H 2.333 1.328 -1.311  0.18
9 H 1.840 -0.384 -1.118  0.17
10 H 2.613 0.483 0.235  0.19
11 H 0.614 -0.462 1.976  0.21
12 H 0.497 -1.662 0.576  0.20
13 H -1.821 -0.075 1.854  0.24
14 H -1.240 1.505 -0.482  0.20
15 H -0.104 1.795 -1.822  0.18
16 H -0.648 0.137 -1.433  0.18

=====

Molecular formula: C4H16CuN11O13
Method: DFT, ωB97M-V/def2-TZVPD

Summary:
**Molecular weight**: 489.78 g mol⁻¹
**Spin multiplicity**: 2
**Charge**: -1
**Gap between HOMO and LUMO (spin up / spin down)**: 8.4 / 7.2 eV

Last column: natural (NBO) charge in e.
CARTESIAN COORDINATES (ANGSTROEM)
1 Cu 13.996 -32.992 29.170  1.67
2 N 16.920 -31.251 29.086  0.72
3 O 18.104 -31.551 29.343  -0.54
4 O 16.644 -30.280 28.375  -0.51
5 O 16.002 -31.952 29.591  -0.59
6 N 13.235 -31.880 26.057  0.73
7 O 13.578 -31.851 27.264  -0.58
8 O 12.485 -32.784 25.626  -0.57
9 O 13.684 -31.022 25.287  -0.49
10 N 11.571 -34.331 30.908  0.73
11 O 12.128 -33.451 30.205  -0.58
12 O 11.412 -35.487 30.450  -0.57
13 O 11.180 -34.049 32.039  -0.49
14 C 14.652 -35.664 30.473  0.82
15 O 14.569 -34.443 30.524  -0.72
16 N 14.341 -36.441 31.538  -0.82
17 N 15.040 -36.293 29.323  -0.82
18 H 14.100 -36.068 32.436  0.42
19 H 14.233 -37.428 31.398  0.38
20 H 15.636 -35.781 28.693  0.44
21 H 15.151 -37.291 29.373  0.37
22 C 12.544 -35.478 27.209  0.80
23 O 12.807 -34.438 27.779  -0.68
24 N 12.531 -35.526 25.829  -0.90
25 N 12.016 -36.548 27.885  -0.87
26 H 12.625 -36.357 25.280  0.37
27 H 12.589 -34.610 25.402  0.44
28 H 11.567 -37.265 27.348  0.37
29 H 11.761 -36.373 28.853  0.45
30 C 16.329 -33.712 26.855  0.81
31 O 15.577 -33.871 27.800  -0.74
32 N 17.669 -33.514 27.009  -0.84
33 N 15.861 -33.689 25.572  -0.83
34 H 18.012 -33.325 27.937  0.44
35 H 18.225 -33.351 26.192  0.38
36 H 14.879 -33.833 25.415  0.42
37 H 16.469 -33.653 24.776  0.38
38 C 13.270 -29.843 29.984  0.81
39 O 13.430 -31.046 30.017  -0.72
40 N 14.312 -28.983 29.772  -0.84
41 N 12.030 -29.284 30.102  -0.85
42 H 14.093 -28.034 29.539  0.37
43 H 15.171 -29.420 29.476  0.44
44 H 11.857 -28.312 29.935  0.38
45 H 11.314 -29.883 30.469  0.41